Formula: C16H11BrCl2N3OSe3TeTi
Source: the Open Molecules 2025 dataset
Level of theory: wB97M-V/def2-TZVPD

Geometry (Å):
Ti 1.104 -2.754 -0.667
Se 2.635 -3.540 -2.442
Se 3.812 -2.750 -0.519
Te 2.732 -3.664 1.594
Se 0.664 -2.275 1.757
Br 1.222 3.046 4.681
C 0.138 3.133 3.146
C -0.653 2.054 2.795
C -1.435 2.085 1.659
C -1.469 3.227 0.866
C -0.696 4.313 1.238
C 0.101 4.277 2.365
N -2.360 3.491 -0.246
N -2.614 2.701 -1.151
C -2.033 1.395 -1.218
C -2.920 0.398 -1.471
C -2.531 -0.943 -1.593
C -1.202 -1.350 -1.489
O -0.702 -2.576 -1.519
C -0.235 -0.241 -1.274
N 1.113 -0.602 -1.117
C 1.994 0.353 -0.956
C 1.701 1.734 -0.984
C 0.400 2.118 -1.066
C -0.626 1.110 -1.163
H -0.701 1.178 3.413
H -2.072 1.240 1.395
H -0.747 5.239 0.658
H 0.678 5.154 2.651
H -3.979 0.643 -1.529
H -3.313 -1.684 -1.719
H 3.014 0.002 -0.806
H 2.512 2.448 -0.903
H 0.169 3.173 -1.110
Cl 2.193 -7.030 0.652
C 1.298 -6.507 -0.789
Cl 0.106 -5.186 -0.466
H 0.723 -7.335 -1.172
H 1.976 -6.075 -1.502

Atomic forces in eV per Å
-1.45 0.46 -0.70
0.44 -0.04 0.30
0.29 0.09 -0.18
0.29 -0.04 0.17
0.11 0.09 0.07
0.06 0.03 0.12
-0.27 0.06 -0.38
-0.09 -0.30 0.12
-0.69 -0.05 -0.46
-0.09 0.02 -0.08
-0.07 0.76 -0.10
0.47 0.22 0.24
0.32 0.56 0.48
0.00 -0.31 0.00
0.70 0.22 -0.21
-0.16 -0.39 -0.01
0.33 -1.06 0.10
1.02 1.70 0.42
-0.06 0.53 0.29
0.24 -0.61 0.10
-1.55 0.37 -0.07
0.60 -0.29 -0.03
-0.01 -0.47 0.11
-0.37 -0.71 -0.35
-0.19 0.35 -0.23
0.19 -0.24 0.21
0.24 0.13 0.20
-0.06 -0.37 0.12
-0.05 -0.19 -0.07
0.25 0.01 -0.09
0.18 -0.09 -0.08
-0.14 0.19 -0.01
-0.08 -0.04 -0.03
-0.23 -0.06 0.05
-0.32 -0.15 -0.43
-0.17 0.35 0.56
0.05 -0.59 0.13
-0.04 -0.13 -0.04
0.33 -0.04 -0.23

Values from the calculation:
Maximum force, eV/A: 2.028
Spin multiplicity: 2
HOMO energy (alpha / beta), eV: -7.82 / -7.87
<S²>: 0.757
Lowest unoccupied orbital energy (alpha / beta), eV: -0.96 / -1.05

***

Formula: C16H11Cl44FN3O3S
Source: the Open Molecules 2025 dataset
Level of theory: wB97M-V/def2-TZVPD

Geometry (Å):
C 2.582 -4.311 -0.749
O 1.686 -4.752 0.260
C 0.431 -4.117 0.259
N 0.090 -3.383 -0.999
C -1.313 -3.723 -1.380
C -2.106 -2.932 -0.299
N -1.261 -1.763 0.009
C -0.085 -2.020 -0.682
N 0.762 -1.090 -1.005
S 0.462 0.551 -0.572
O 0.731 0.668 0.800
O 1.346 1.301 -1.363
F -0.999 0.904 -0.897
H 3.519 -4.850 -0.573
H 2.842 -3.243 -0.656
H 2.270 -4.575 -1.763
H -0.313 -4.906 0.406
H 0.381 -3.437 1.129
H -1.507 -3.234 -2.342
H -1.511 -4.790 -1.458
H -2.456 -3.511 0.554
H -2.945 -2.532 -0.876
H -1.035 -1.695 1.005
H 1.610 -1.364 -1.506
C 2.773 3.126 -4.599
Cl 1.404 3.154 -5.716
Cl 4.130 4.005 -5.305
Cl 2.301 3.885 -3.070
Cl 3.255 1.445 -4.298
C 3.716 1.795 2.730
Cl 5.257 2.613 2.980
Cl 2.468 2.536 3.745
Cl 3.246 1.942 1.030
Cl 3.878 0.082 3.154
C 5.407 5.990 5.643
Cl 4.168 4.895 5.013
Cl 4.998 6.465 7.296
Cl 6.974 5.167 5.637
Cl 5.491 7.424 4.614
C 0.781 -8.582 0.764
Cl 0.428 -10.192 1.388
Cl 1.004 -8.661 -0.990
Cl -0.581 -7.502 1.136
Cl 2.248 -7.958 1.520
C 4.626 8.304 -4.701
Cl 3.718 7.071 -3.815
Cl 6.178 7.630 -5.216
Cl 3.701 8.808 -6.121
Cl 4.906 9.699 -3.652
C -5.582 -1.364 1.770
Cl -6.922 -1.278 0.628
Cl -4.211 -0.434 1.136
Cl -6.070 -0.684 3.319
Cl -5.099 -3.058 1.991
C -8.630 -0.202 -3.053
Cl -9.159 -1.316 -1.783
Cl -9.362 1.383 -2.788
Cl -6.864 -0.051 -3.004
Cl -9.126 -0.830 -4.626
C 3.035 -5.268 4.542
Cl 4.560 -4.386 4.690
Cl 1.833 -4.558 5.628
Cl 2.455 -5.163 2.871
Cl 3.290 -6.963 4.969
C -10.824 -3.892 -6.555
Cl -12.109 -4.523 -7.587
Cl -9.379 -4.896 -6.727
Cl -10.446 -2.230 -7.035
Cl -11.357 -3.908 -4.868
C -3.792 2.652 3.925
Cl -3.584 4.257 4.627
Cl -3.529 1.424 5.171
Cl -5.431 2.496 3.278
Cl -2.611 2.427 2.620
C 7.853 10.007 2.078
Cl 9.396 10.839 2.296
Cl 6.625 10.760 3.105
Cl 7.355 10.118 0.384
Cl 8.029 8.306 2.528

Atomic forces in eV per Å
1.12 -0.38 0.14
-0.56 0.53 -0.93
0.65 -0.36 0.52
-0.08 0.14 -0.52
0.30 1.21 0.44
-1.51 -0.19 -1.49
1.17 -0.87 -0.36
-0.69 -1.34 1.03
-1.16 -0.16 -0.08
3.05 2.37 1.11
-1.99 -1.27 1.07
-0.53 -0.26 -1.85
0.41 -1.03 -0.25
-0.22 0.06 0.12
-0.27 -0.15 -0.07
-0.23 0.23 0.18
0.07 0.18 -0.08
0.14 -0.09 -0.15
0.04 -0.38 0.01
0.23 0.11 0.21
0.23 0.28 0.07
-0.40 -0.14 0.78
-0.31 0.78 -0.03
-0.01 0.51 -0.02
0.04 0.16 -0.07
0.04 -0.03 0.06
-0.08 -0.20 0.02
0.05 -0.02 -0.07
0.00 0.00 0.00
0.15 0.11 0.03
-0.03 -0.27 -0.15
-0.05 -0.17 -0.12
0.42 0.19 0.05
-0.05 0.02 -0.03
-0.07 0.12 0.01
0.03 0.28 0.27
0.03 -0.03 -0.08
-0.04 0.01 -0.02
-0.04 -0.08 0.12
0.25 -0.20 -0.01
-0.03 0.12 -0.04
-0.05 0.06 0.05
-0.05 0.00 0.03
-0.19 -0.34 -0.23
0.00 0.06 0.01
0.00 0.14 0.04
-0.05 0.00 0.02
0.04 -0.03 0.05
-0.01 -0.07 -0.05
-0.29 0.04 0.10
0.17 -0.02 0.06
0.07 -0.02 -0.03
-0.01 -0.36 -0.07
0.04 0.02 -0.01
-0.06 0.09 -0.11
-0.04 -0.01 -0.07
0.06 -0.08 0.01
-0.01 -0.01 0.02
0.11 0.07 0.32
0.01 0.01 0.11
-0.07 -0.03 -0.02
0.03 -0.02 -0.05
0.15 0.35 0.34
-0.02 0.08 -0.04
-0.05 -0.07 0.02
0.07 0.04 0.05
-0.04 0.05 0.01
-0.11 -0.11 -0.23
0.03 0.01 -0.06
-0.11 0.09 0.09
0.01 -0.09 -0.05
0.01 0.02 -0.08
0.20 0.28 0.00
0.02 0.02 0.01
0.04 0.01 -0.03
-0.08 -0.03 -0.01
0.02 -0.03 -0.03
0.01 -0.01 0.06
0.08 0.08 -0.08

Values from the calculation:
Maximum force, eV/A: 4.019
HOMO energy, eV: -12.24
Lowest unoccupied orbital energy, eV: -4.77
Total charge: +1

***

Formula: C16H11Cl5FeN4O2
Source: the Open Molecules 2025 dataset
Level of theory: wB97M-V/def2-TZVPD

Geometry (Å):
Fe -0.132 -0.117 0.126
C 3.831 0.341 1.650
C 2.395 0.065 1.337
N 1.890 -0.093 0.151
O 2.706 0.029 -0.968
C 1.436 -0.040 2.401
C 1.680 -0.053 3.871
N 0.222 -0.102 1.901
O -0.820 -0.233 2.584
H 4.483 0.356 0.780
H 4.209 -0.430 2.322
H 3.913 1.297 2.167
H 3.398 0.671 -0.760
H 2.740 0.008 4.107
H 1.274 -0.963 4.318
H 1.170 0.785 4.350
Cl -2.594 0.490 -0.501
C -1.713 2.016 -0.263
C -0.353 1.852 -0.070
C 0.314 3.049 0.186
Cl 2.041 3.065 0.452
C -0.332 4.287 0.231
Cl 0.540 5.737 0.557
C -1.709 4.366 0.014
Cl -2.519 5.881 0.056
C -2.427 3.201 -0.239
Cl -4.122 3.238 -0.509
N -3.520 -5.398 0.517
C -2.515 -4.868 0.354
C -1.256 -4.219 0.143
C -0.069 -4.945 0.108
C 1.110 -4.259 -0.113
C 1.071 -2.887 -0.279
N -0.067 -2.179 -0.243
C -1.207 -2.842 -0.032
H -0.082 -6.017 0.247
H 2.058 -4.776 -0.154
H 1.973 -2.322 -0.462
H -2.116 -2.257 0.001

Atomic forces in eV per Å
1.92 0.29 -1.48
0.07 -0.07 -0.07
0.10 -0.26 -0.12
-0.40 0.25 0.09
0.06 -0.10 -0.08
-0.07 0.19 -0.15
-0.05 0.02 -0.01
-0.83 -0.36 0.36
-0.11 -0.01 0.53
-0.03 -0.01 0.00
-0.01 0.01 0.01
-0.01 0.02 -0.01
-0.10 0.14 -0.06
0.02 0.00 -0.01
0.00 0.00 0.00
0.00 0.00 0.00
0.23 -0.08 0.08
-0.06 -0.04 -0.06
-0.38 0.23 0.74
0.00 -0.03 -0.19
0.04 -0.07 0.02
-0.06 -0.01 -0.05
0.01 -0.01 -0.01
0.03 -0.02 0.00
-0.01 0.00 0.00
0.08 0.01 -0.05
-0.03 0.00 0.01
-0.02 -0.01 0.00
-0.13 -0.07 0.03
0.18 0.05 -0.08
-0.02 0.06 -0.01
-0.05 -0.02 -0.05
-0.07 0.11 -0.20
-0.36 -0.23 0.80
0.06 0.01 -0.10
-0.01 -0.01 0.01
0.01 -0.01 0.00
0.02 0.02 0.05
0.00 0.01 0.06

Values from the calculation:
Maximum force, eV/A: 2.445
HOMO energy, eV: -7.95
Lowest unoccupied orbital energy, eV: -0.76

***

Formula: C16H11Co2NO8S
Source: the Open Molecules 2025 dataset
Level of theory: wB97M-V/def2-TZVPD

Geometry (Å):
O 3.668 3.877 2.128
C 2.648 3.416 2.419
Co 1.042 2.805 2.827
C 0.586 4.236 3.691
O 0.286 5.195 4.264
C 0.056 3.040 1.382
O -0.501 3.371 0.424
C 0.303 1.569 4.226
C -0.782 0.754 3.939
C -2.038 0.473 4.352
C -3.143 0.072 3.507
C -4.382 0.745 3.642
C -5.426 0.512 2.758
C -5.299 -0.476 1.766
C -4.112 -1.228 1.688
C -3.049 -0.951 2.544
Co 0.669 0.300 2.994
C 2.309 0.716 2.332
O 3.361 0.514 1.880
C -0.241 0.393 1.500
O -0.793 0.417 0.480
C 1.051 -1.332 3.616
O 1.340 -2.348 4.092
H 0.585 1.875 5.254
H -2.309 0.798 5.367
H -4.473 1.485 4.435
H -6.340 1.103 2.832
H -6.108 -0.660 1.052
H -3.988 -2.019 0.943
H -2.131 -1.539 2.499
C 0.073 -3.641 -1.127
S -1.467 -3.678 -0.211
N -1.309 -2.469 0.793
O -2.499 -3.494 -1.223
O -1.502 -4.918 0.553
H 0.156 -4.592 -1.654
H 0.047 -2.818 -1.839
H 0.875 -3.464 -0.410
H -0.946 -1.680 0.222

Atomic forces in eV per Å
-0.54 -0.07 0.11
0.83 -0.20 -0.02
0.04 0.41 0.13
-0.32 -0.06 1.15
0.18 -0.39 -0.56
-0.98 0.55 -1.58
0.51 -0.20 0.93
0.18 1.54 2.98
-2.37 0.48 1.47
0.77 0.87 0.50
-1.16 -1.10 -0.43
0.56 -0.12 -0.06
-0.03 -0.44 -0.30
0.40 -0.03 0.15
-0.26 0.32 0.01
-0.07 0.33 0.51
2.72 -0.27 -2.63
0.95 -1.64 -0.22
-0.92 0.91 0.38
-1.23 -1.49 -3.19
0.88 0.49 2.04
0.32 -1.18 0.87
-0.51 1.60 -0.90
0.08 -0.57 -0.55
-0.13 0.68 -0.46
-0.04 0.03 -0.18
0.15 -0.16 0.02
0.21 0.07 0.27
0.00 0.27 0.22
-0.39 0.14 -0.27
0.08 -0.38 -0.21
0.63 1.89 1.72
0.49 -0.49 -1.24
-0.33 -0.48 -0.46
-0.16 -0.32 -0.50
0.27 0.02 -0.05
-0.13 0.00 -0.01
-0.03 -0.31 -0.11
-0.67 -0.70 0.45

Values from the calculation:
Maximum force, eV/A: 3.788
HOMO energy, eV: -1.57
Lowest unoccupied orbital energy, eV: 4.82
Total charge: -2

***

Formula: C16H11F2NO3
Source: the Open Molecules 2025 dataset
Level of theory: wB97M-V/def2-TZVPD

Geometry (Å):
O -1.638 -2.015 -0.653
C -0.469 -2.335 -0.540
C 0.174 -3.699 -0.561
O 1.582 -3.468 -0.305
C 1.839 -2.127 -0.339
O 2.956 -1.642 -0.346
N 0.605 -1.448 -0.335
C 0.551 -0.023 -0.270
C 0.630 0.424 1.192
C 1.816 0.114 1.865
C 2.069 0.558 3.167
C 1.171 1.411 3.816
C -0.013 1.690 3.142
F -0.857 2.637 3.682
C -0.356 1.122 1.908
C -0.481 0.571 -1.193
C -0.740 -0.031 -2.428
C -1.671 0.529 -3.306
C -2.355 1.706 -2.981
C -2.022 2.330 -1.783
F -2.605 3.534 -1.472
C -1.058 1.809 -0.914
H -0.283 -4.308 0.233
H 0.046 -4.178 -1.546
H 1.512 0.298 -0.689
H 2.579 -0.466 1.344
H 2.988 0.254 3.666
H 1.395 1.873 4.774
H -1.370 1.283 1.529
H -0.251 -0.968 -2.714
H -1.874 0.014 -4.250
H -3.067 2.170 -3.661
H -0.806 2.380 -0.029

Atomic forces in eV per Å
1.50 -0.89 0.30
-0.57 1.34 0.37
0.04 -0.10 0.05
-0.43 0.40 -0.39
0.77 0.16 0.06
-1.99 -0.97 -0.11
0.06 -1.89 -0.65
0.47 1.07 0.31
-0.39 0.23 0.83
0.39 0.13 0.23
-0.26 -0.03 -0.12
-0.19 -0.09 -0.62
-0.10 0.32 0.09
0.41 -1.05 -0.33
0.00 0.31 0.18
-0.18 0.50 -0.40
-0.42 0.12 -0.25
0.10 -0.12 0.18
0.34 0.12 0.23
0.26 0.18 -0.23
0.45 -0.98 -0.19
-0.71 0.19 -0.34
0.38 0.05 -0.29
0.08 0.12 0.44
0.05 -0.04 0.06
-0.21 0.33 0.31
-0.19 0.18 -0.17
-0.13 -0.13 -0.18
0.56 0.05 0.13
-0.18 0.44 0.14
0.03 0.30 0.33
0.10 -0.17 0.22
-0.04 -0.05 -0.23

Values from the calculation:
Maximum force, eV/A: 2.220
HOMO energy, eV: -9.27
Lowest unoccupied orbital energy, eV: 0.51

***

Formula: C16H11I2N5O2Tc
Source: the Open Molecules 2025 dataset
Level of theory: wB97M-V/def2-TZVPD

Geometry (Å):
Tc -0.270 -0.105 0.411
I 2.661 6.043 -1.532
C 1.419 4.425 -1.184
C 0.312 4.568 -0.355
C -0.529 3.488 -0.108
I -2.142 3.652 1.185
C -0.244 2.290 -0.741
O -1.062 1.181 -0.546
C 0.877 2.113 -1.553
C 1.082 0.769 -2.185
N 1.187 -0.319 -1.138
C 1.095 -1.679 -1.746
C 0.195 -2.581 -0.952
C 0.167 -3.946 -1.130
C -0.791 -4.699 -0.462
C -1.712 -4.073 0.377
C -1.624 -2.718 0.553
N -0.680 -1.982 -0.094
C 1.709 3.192 -1.774
H 0.106 5.522 0.110
H 1.973 0.749 -2.811
H 0.218 0.512 -2.802
H 2.104 -0.223 -0.701
H 2.082 -2.118 -1.882
H 0.652 -1.572 -2.739
H 0.876 -4.417 -1.797
H -0.825 -5.772 -0.599
H -2.478 -4.634 0.894
H -2.294 -2.173 1.203
H 2.580 3.090 -2.409
O 0.605 -0.039 2.086
N -0.715 -0.013 2.454
C -1.064 0.178 3.668
C -2.471 0.196 3.944
N -3.603 0.205 4.131
C -0.096 0.372 4.706
N 0.699 0.521 5.520

Atomic forces in eV per Å
0.36 -0.11 0.07
-0.01 0.00 0.00
0.02 0.00 -0.01
-0.06 0.01 0.06
0.06 0.09 0.00
-0.02 0.00 0.01
0.08 -0.09 0.08
-0.40 0.24 -0.11
0.08 0.00 -0.14
-0.02 0.01 0.06
-0.03 0.06 0.03
-0.06 0.01 -0.05
-0.15 0.02 0.10
-0.07 -0.06 -0.01
0.03 0.02 -0.02
0.01 -0.08 -0.03
0.10 0.08 -0.10
0.07 -0.29 0.08
0.05 -0.01 -0.01
0.00 0.00 0.01
0.01 0.01 0.01
0.01 0.00 0.00
0.00 0.02 0.02
0.01 -0.02 0.05
0.04 -0.03 -0.02
-0.01 0.00 0.00
0.00 0.01 0.00
0.01 0.00 0.00
0.03 0.01 0.01
-0.01 -0.01 0.00
-0.39 0.14 0.01
0.17 -0.02 -0.08
0.11 0.00 -0.01
-0.04 0.07 -0.01
0.05 -0.02 -0.01
0.02 -0.06 0.05
-0.04 0.01 -0.04

Values from the calculation:
Maximum force, eV/A: 0.475
Spin multiplicity: 2
HOMO energy (alpha / beta), eV: -14.19 / -14.20
<S²>: 0.756
Lowest unoccupied orbital energy (alpha / beta), eV: -8.81 / -8.66
Total charge: +2

***

| no. | total energy (eV) |
| --- | --- |
| 1 | -344825.1628 |
| 2 | -591909.2050 |
| 3 | -123820.9361 |
| 4 | -120726.9767 |
| 5 | -29838.3269 |
| 6 | -46696.2191 |